(1)
Here is a structure of composition C27H21BBrF4N5O2Ti from the Open Molecules 2025 dataset. Energies are from ωB97M-V/def2-TZVPD.

Last column: natural (NBO) charge in e.
Atoms and positions in Å:
H (4.1045, 0.1696, -3.3323)  0.258
H (3.0498, -3.4685, -0.1402)  0.232
F (3.4519, -1.8682, 2.2693)  -0.489
C (2.4103, 1.9847, 1.1553)  0.395
C (-3.9235, 0.6408, -1.6876)  -0.076
H (-4.5919, 1.4389, -1.3787)  0.250
C (-1.7722, -1.5275, -0.1212)  -0.123
H (0.2461, -3.4472, -3.3563)  0.246
C (4.3207, -2.8209, -1.7347)  -0.211
C (0.7606, 3.6171, 2.6377)  -0.162
H (-1.1136, 4.2386, 3.4666)  0.250
H (-1.5584, 0.3506, -2.9354)  0.253
F (0.0384, -0.5678, 1.6477)  -0.520
C (1.9128, 5.5616, 4.2503)  -0.125
H (-3.3409, 2.2137, 0.5039)  0.258
F (1.3825, -2.7981, 2.3089)  -0.490
C (-1.1216, -2.6945, -0.2673)  -0.167
C (-0.0455, 4.4005, 3.4676)  -0.121
N (-1.7075, -0.3857, -0.9874)  -0.469
H (-2.4210, -1.3806, 0.7336)  0.259
H (3.7936, 4.9727, 3.4033)  0.239
C (2.7932, -0.5123, -1.7794)  -0.188
N (-1.3848, 1.5609, 0.6322)  -0.345
H (-2.9278, -2.3101, -2.2155)  0.257
C (-2.8469, 0.5298, -0.8500)  0.035
H (2.3536, 6.3216, 4.8800)  0.249
N (-1.0438, 2.5137, 1.5346)  -0.309
C (-0.3384, -3.2353, -1.3703)  -0.224
Ti (-0.0020, 0.2359, 0.1364)  1.780
C (2.1482, 3.8211, 2.6368)  0.235
H (3.0987, 1.3261, 0.6402)  0.236
C (3.2563, -2.6850, -0.8568)  -0.126
C (0.5327, 5.3548, 4.2756)  -0.183
C (-0.3473, -2.8712, -2.6571)  -0.116
C (3.8647, -0.6373, -2.6533)  -0.179
B (2.2167, -1.8688, 2.7351)  1.468
C (-1.1026, -1.7509, -3.2498)  -0.238
F (1.8556, -0.9228, 3.5721)  -0.480
C (-2.5970, 1.4972, 0.1703)  0.191
H (-5.2514, 0.4517, -3.3430)  0.252
N (2.9300, 2.9844, 1.8350)  -0.496
H (-1.2532, -3.3815, 0.5611)  0.264
H (4.9361, -3.7094, -1.7114)  0.254
H (1.6397, -1.4310, -0.1816)  0.150
C (-2.5866, -1.5894, -2.9551)  -0.272
C (2.7241, 4.8054, 3.4274)  -0.245
N (1.1177, 1.7592, 1.0731)  -0.620
H (0.2475, -4.1062, -1.1039)  0.237
C (0.2321, 2.6096, 1.7490)  0.446
O (2.4866, 1.8542, -1.8385)  -0.507
C (4.6117, -1.8051, -2.6386)  -0.077
O (0.7291, 0.5701, -1.3734)  -0.704
H (-0.0839, 5.9530, 4.9313)  0.248
C (2.4780, -1.5414, -0.8872)  -0.202
C (2.0221, 0.7575, -1.7162)  0.781
C (-1.6009, -0.6021, -2.4245)  -0.054
C (-4.3412, 0.0306, -2.9353)  -0.274
H (3.9266, 3.1488, 1.7986)  0.448
H (-0.7592, -1.4498, -4.2322)  0.264
Br (6.0499, -2.0005, -3.8416)  0.146
H (-4.1106, -1.2812, -4.5893)  0.249
C (-3.7300, -0.9528, -3.6304)  -0.037

Properties
- HOMO level: -14.040 eV
- ΔE to the lowest compared entry with this formula, charge and spin: 108.10 kcal per mole
- Charge: +2
- Frontier orbital gap: 6.660 eV

***

(2)
Here is a structure of composition C27H21Br2F2N2O5S2Sn from the Open Molecules 2025 dataset. Energies are from ωB97M-V/def2-TZVPD.

Last column: natural (NBO) charge in e.
Atoms and positions in Å:
C (-2.7431, -2.5100, 2.2865)  0.370
S (-0.0126, 4.7922, -0.7006)  2.275
H (-0.0669, -2.5053, 1.6794)  0.348
C (1.3461, -5.9810, -1.5291)  -0.213
H (1.7228, 1.0403, -1.2711)  0.225
H (1.9560, -8.0360, -1.6516)  0.209
H (0.5803, -1.0537, -4.7853)  0.202
H (1.0208, -3.8672, -1.4317)  0.215
H (2.3443, -0.1291, -3.3153)  0.219
H (1.7434, 3.4351, 1.3712)  0.170
C (4.0426, -5.3821, -1.3976)  -0.201
C (-2.8260, 0.1253, -1.9966)  -0.050
H (-4.3359, -2.8972, 5.2371)  0.204
C (-3.5531, -3.0831, 3.2572)  -0.301
C (2.2797, -7.0066, -1.5667)  -0.225
C (-0.3768, 0.7403, -1.4465)  -0.405
C (3.0054, -1.9621, -0.5601)  -0.051
O (0.4851, 5.3401, 0.5428)  -0.988
O (0.7623, 3.5817, -1.1102)  -1.036
O (-0.2333, 5.7290, -1.7688)  -0.961
C (3.6030, -2.9563, -1.2263)  -0.256
H (1.7144, -3.1411, 0.7124)  0.171
Br (3.7880, -0.2380, -0.6704)  0.075
C (0.3306, -0.5598, -3.8533)  -0.199
C (3.6327, -6.7006, -1.5054)  -0.210
C (-1.4172, 0.1688, -2.2641)  -0.123
C (-3.7062, -2.4483, 4.4788)  -0.197
C (0.9260, 0.6052, -1.8623)  -0.192
C (-3.0718, -1.2378, 4.7253)  -0.248
H (-1.6388, -0.8351, 0.4828)  0.120
C (-1.0346, -0.4603, -3.4930)  0.012
H (-4.7820, -0.4066, -2.6010)  0.223
C (1.0991, 2.6416, 1.7459)  0.250
Br (-3.5894, 0.7083, -0.3613)  0.090
S (-1.8641, 3.8595, -0.2245)  -0.530
C (1.8557, -2.1289, 0.3222)  -0.104
H (-4.0535, -4.0166, 3.0351)  0.215
H (-4.0550, -1.3892, -4.7615)  0.211
C (1.2975, -0.0521, -3.0487)  -0.217
C (3.1136, -4.3405, -1.3350)  -0.070
Sn (-0.4151, 1.9892, 0.3034)  1.746
H (5.0994, -5.1471, -1.3493)  0.210
H (-2.2767, -2.5984, 0.4234)  0.482
C (-3.3203, -0.9735, -4.0844)  -0.223
F (1.8795, 1.6183, 2.2023)  -0.369
C (-2.0857, -1.3052, 2.5251)  -0.145
F (0.4294, 3.1185, 2.8461)  -0.367
O (-0.9456, 0.6220, 1.7226)  -0.879
H (-3.2013, -0.7365, 5.6756)  0.208
C (1.7570, -4.6610, -1.4213)  -0.157
C (-1.9946, -1.0082, -4.3774)  -0.194
C (-1.1669, -0.6956, 1.4814)  0.259
C (-2.2706, -0.6722, 3.7456)  -0.157
N (1.0414, -1.1941, 0.6411)  -0.152
N (0.0634, -1.5156, 1.4866)  -0.433
H (0.2892, -6.2061, -1.5956)  0.212
C (-3.7344, -0.4087, -2.8668)  -0.248
O (-2.6038, -3.1987, 1.1045)  -0.699
H (4.5403, -2.7442, -1.7264)  0.221
H (4.3710, -7.4918, -1.5420)  0.209
H (-1.7669, 0.2731, 3.9001)  0.246
H (-1.6423, -1.4582, -5.2980)  0.204

Properties
- HOMO level: -5.847 eV
- ΔE to the lowest compared entry with this formula, charge and spin: 15.95 kcal per mole
- Charge: -1
- Frontier orbital gap: 7.866 eV

***

(3)
Here is a structure of composition C27H21ClMgN6OS from the Open Molecules 2025 dataset. Energies are from ωB97M-V/def2-TZVPD.

Last column: natural (NBO) charge in e.
Atoms and positions in Å:
H (-0.1740, -3.7601, 1.2775)  0.214
H (3.7143, 2.0385, 3.8448)  0.204
C (-2.9988, -4.2138, -0.5575)  -0.310
C (0.9886, 4.0834, 3.9665)  -0.395
N (0.7627, 2.4517, 2.2066)  -0.157
H (-6.0578, 0.8180, 0.0241)  0.189
H (-3.8345, -4.8965, -0.6615)  0.182
C (2.4391, -0.9606, 0.5515)  0.113
N (0.1702, -1.4771, -0.0796)  -0.842
C (-2.8456, 0.5005, 1.1151)  0.070
Cl (2.8043, -0.0150, -4.8311)  -0.018
H (-1.7745, -1.3135, -1.8266)  0.193
H (1.6038, 2.5400, -5.2261)  0.213
C (0.5067, 2.9122, -3.4030)  -0.264
H (2.8421, 3.9535, 5.1476)  0.181
C (0.1842, 2.3827, -2.1622)  0.057
C (2.7475, 2.4791, 3.6360)  -0.206
C (0.3383, 3.5408, 2.9121)  0.069
C (-4.2662, 0.5266, 1.1376)  -0.285
Mg (-0.0010, 0.6373, 0.4152)  1.733
N (0.6172, 1.1881, -1.7678)  -0.452
C (3.3338, -3.4527, -0.3982)  -0.283
H (4.4679, -0.6133, 1.0703)  0.207
H (-2.0511, -5.3293, 1.0166)  0.183
C (-1.9931, -4.4530, 0.3779)  -0.206
C (1.9806, -3.1086, -0.4832)  -0.343
C (1.4052, 0.4721, -2.5589)  0.046
H (-4.7618, 0.3038, 2.0723)  0.212
C (1.3181, 2.1738, -4.2484)  -0.205
H (0.5433, 4.9080, 4.5066)  0.189
H (1.7384, -0.4874, -2.1756)  0.253
H (-0.6113, 3.9163, 2.5539)  0.199
C (-4.9725, 0.8101, -0.0008)  -0.179
C (-4.2911, 1.0799, -1.1945)  -0.347
N (2.5647, 0.8317, 1.9776)  -0.308
C (2.2669, 3.5248, 4.3338)  -0.266
O (0.4119, 2.5663, 0.8457)  -0.866
S (-1.8902, 0.1197, 2.4756)  -0.386
C (-0.8202, -2.4087, -0.2578)  0.197
H (5.2872, -2.8218, 0.2426)  0.175
C (3.7837, -1.3269, 0.6273)  -0.289
C (-0.9343, -3.5779, 0.5277)  -0.269
C (1.7729, 0.9436, -3.8103)  -0.078
C (4.2346, -2.5653, 0.1667)  -0.281
C (-1.8410, -2.1975, -1.2052)  -0.221
C (-2.9141, 1.0471, -1.1500)  0.054
H (0.1396, 3.8866, -3.6963)  0.210
C (1.4900, -1.8881, -0.0040)  0.217
H (-4.8099, 1.2961, -2.1190)  0.194
H (-0.4087, 2.9283, -1.4361)  0.236
H (3.6661, -4.4154, -0.7750)  0.175
H (-2.3326, 1.2362, -2.0485)  0.179
N (1.9319, 0.2678, 0.9161)  -0.669
H (-3.6785, -2.8553, -2.0769)  0.186
C (2.0402, 1.8802, 2.5237)  0.246
H (1.2818, -3.8143, -0.9189)  0.197
C (-2.9080, -3.0714, -1.3430)  -0.231
N (-2.2071, 0.7788, -0.0531)  -0.615

Properties
- HOMO level: 0.519 eV
- ΔE to the lowest compared entry with this formula, charge and spin: 11.44 kcal per mole
- Charge: -2
- Frontier orbital gap: 3.725 eV